Entry 1:
A cluster of 7 separate species, C56H74N8O5 in total at a distorted geometry, computed with the ωB97M-V functional and the def2-TZVPD basis.

Each line ends with the Löwdin charge.
Positions of all 143 atoms, in Å:
C1 -4.505 -1.021 5.636  -0.089
N1 -4.688 0.011 4.545  -0.213
C2 -6.110 0.087 4.035  -0.122
C3 -4.115 1.363 4.906  -0.245
O1 -5.018 2.354 5.150  -0.072
C4 -2.532 1.768 5.003  -0.025
C5 -1.633 1.411 3.680  -0.398
C6 -0.232 0.706 4.264  -0.100
C7 -0.549 -0.780 4.963  -0.241
N2 0.430 -0.898 6.124  -0.068
C8 -1.166 2.818 2.982  -0.106
C9 -0.046 2.670 1.794  -0.157
O2 -0.615 3.357 0.594  -0.236
C10 0.182 3.049 -0.612  -0.152
C11 -0.239 1.567 -1.262  -0.153
O3 0.831 0.638 -0.867  -0.171
C12 0.316 -0.689 -0.497  -0.150
C13 1.120 -1.493 0.712  -0.001
C14 0.671 -3.027 1.196  -0.018
C15 -0.606 -3.853 0.501  -0.079
C16 -1.056 -5.358 0.968  -0.450
C17 -2.620 -5.201 1.542  -0.102
C18 -0.196 -5.941 2.272  -0.084
C19 -1.135 -6.471 -0.229  -0.140
C20 0.126 -6.484 -1.271  -0.487
C21 -0.100 -5.475 -2.585  -0.086
C22 0.150 -8.020 -1.933  -0.114
C23 1.603 -6.277 -0.592  -0.085
C24 -1.411 -2.985 -0.681  0.001
C25 -0.966 -1.466 -1.162  0.006
O4 -2.222 0.421 2.767  -0.055
C26 -3.027 1.040 1.704  -0.106
O5 -3.228 0.285 0.591  -0.071
H1 -4.143 -0.465 6.599  0.105
H2 -5.514 -1.609 5.759  0.102
H3 -3.682 -1.786 5.235  0.095
H4 -6.343 -0.924 3.446  0.109
H5 -6.277 0.946 3.223  0.113
H6 -6.867 0.165 4.926  0.098
H7 -2.468 2.951 5.153  0.142
H8 -2.117 1.283 6.003  0.137
H9 0.555 0.489 3.425  0.104
H10 0.316 1.413 5.053  0.135
H11 -0.252 -1.655 4.207  0.118
H12 -1.673 -0.914 5.261  0.090
H13 0.070 -1.583 6.830  0.067
H14 1.367 -1.193 5.760  0.073
H15 -0.647 3.459 3.845  0.113
H16 -2.068 3.498 2.608  0.139
H17 0.900 3.316 2.099  0.136
H18 0.260 1.571 1.532  0.121
H19 1.318 2.969 -0.311  0.133
H20 0.033 3.885 -1.438  0.130
H21 -0.377 1.682 -2.428  0.117
H22 -1.296 1.325 -0.822  0.123
H23 2.029 -0.977 1.245  0.084
H24 1.332 -3.478 2.071  0.079
H25 -3.356 -4.889 0.660  0.089
H26 -2.603 -4.396 2.418  0.093
H27 -2.953 -6.239 2.018  0.096
H28 0.925 -5.609 2.275  0.059
H29 -0.280 -7.129 2.280  0.098
H30 -0.703 -5.572 3.261  0.081
H31 -1.157 -7.538 0.304  0.125
H32 -2.173 -6.356 -0.760  0.117
H33 0.415 -4.441 -2.402  0.062
H34 0.334 -6.070 -3.516  0.082
H35 -1.282 -5.362 -2.704  0.087
H36 0.970 -8.043 -2.781  0.085
H37 0.584 -8.711 -1.061  0.082
H38 -0.910 -8.380 -2.276  0.090
H39 1.665 -5.448 0.232  0.056
H40 2.324 -5.913 -1.472  0.097
H41 2.068 -7.320 -0.244  0.067
H42 -2.313 -3.503 -1.216  0.089
H43 -1.582 -0.939 -2.031  0.107
H44 -3.555 2.085 1.741  0.174
C27 0.390 2.761 -5.307  -0.095
C28 0.345 1.371 -5.307  -0.077
C29 -0.423 0.740 -6.272  -0.153
N3 -1.135 1.396 -7.213  0.068
C30 -1.074 2.745 -7.187  -0.171
C31 -0.332 3.466 -6.264  -0.097
H45 0.982 3.291 -4.566  0.104
H46 0.896 0.793 -4.573  0.099
H47 -0.487 -0.344 -6.316  0.077
H48 -1.657 3.250 -7.952  0.103
H49 -0.318 4.549 -6.291  0.107
C32 3.285 -3.644 -6.815  -0.080
C33 2.518 -2.731 -7.532  -0.072
C34 1.516 -2.047 -6.863  -0.150
N4 1.238 -2.217 -5.552  0.065
C35 1.998 -3.110 -4.882  -0.143
C36 3.023 -3.839 -5.463  -0.073
H50 4.080 -4.198 -7.306  0.104
H51 2.696 -2.557 -8.587  0.102
H52 0.893 -1.322 -7.378  0.083
H53 1.752 -3.230 -3.830  0.087
H54 3.603 -4.542 -4.876  0.102
C37 -3.417 4.698 -3.113  -0.074
C38 -3.037 4.003 -4.257  -0.072
C39 -3.749 4.224 -5.425  -0.144
N5 -4.796 5.074 -5.517  0.055
C40 -5.142 5.732 -4.390  -0.154
C41 -4.489 5.581 -3.177  -0.079
H55 -2.881 4.552 -2.179  0.100
H56 -2.206 3.307 -4.239  0.084
H57 -3.489 3.709 -6.345  0.088
H58 -5.987 6.407 -4.490  0.100
H59 -4.809 6.138 -2.304  0.100
C42 1.021 8.389 4.985  -0.073
C43 1.037 7.208 5.720  -0.075
C44 0.852 6.013 5.044  -0.153
N6 0.654 5.926 3.711  0.057
C45 0.642 7.090 3.024  -0.156
C46 0.821 8.333 3.610  -0.075
H60 1.164 9.345 5.480  0.107
H61 1.189 7.219 6.793  0.102
H62 0.859 5.064 5.573  0.098
H63 0.478 6.993 1.954  0.103
H64 0.804 9.235 3.008  0.105
C47 6.954 -7.961 1.150  -0.081
C48 5.944 -8.890 0.924  -0.077
C49 4.643 -8.428 0.806  -0.147
N7 4.296 -7.126 0.903  0.053
C50 5.298 -6.248 1.125  -0.143
C51 6.629 -6.612 1.253  -0.078
H65 7.986 -8.285 1.247  0.105
H66 6.164 -9.948 0.841  0.101
H67 3.820 -9.113 0.626  0.100
H68 4.993 -5.208 1.200  0.103
H69 7.393 -5.864 1.428  0.101
C52 3.328 8.183 -1.658  -0.081
C53 3.638 9.539 -1.632  -0.080
C54 3.810 10.149 -0.399  -0.153
N8 3.690 9.503 0.782  0.054
C55 3.386 8.188 0.724  -0.159
C56 3.199 7.491 -0.458  -0.077
H70 3.187 7.671 -2.605  0.104
H71 3.744 10.107 -2.549  0.101
H72 4.056 11.204 -0.326  0.101
H73 3.293 7.693 1.687  0.094
H74 2.959 6.434 -0.445  0.099

Its calculated total energy is -81409.68144 eV. As for the LUMO energy: 0.401 eV. Its SMILES is CN(C)C(=O)C[C@](CCN)(CCOCCOc1ccc(C(C)(C)CC(C)(C)C)cc1)OC=O.c1ccncc1.c1ccncc1.c1ccncc1.c1ccncc1.c1ccncc1.c1ccncc1. Its largest force on an atom is 0.175 hartree/bohr. Its HOMO energy is -0.286 Ha. For the gap between HOMO and LUMO, the calculation gives 0.3009 Ha.



Entry 2:
A structure of composition C56H86N5P4SSi2Tl at a distorted geometry, computed with the ωB97M-V functional and the def2-TZVPD basis.

Each line ends with the Löwdin charge.
Positions of all 155 atoms, in Å:
Tl1 -0.052 0.708 -0.654  0.599
C1 -3.177 -1.845 1.259  -0.118
C2 -1.687 -1.703 1.528  -0.531
C3 -1.456 -0.783 2.725  -0.155
P1 -0.697 -3.258 1.944  1.139
C4 -2.001 -4.392 2.691  -0.533
C5 -3.178 -4.935 1.866  -0.121
C6 -1.279 -5.530 3.417  -0.131
C7 -0.147 -3.961 0.338  -0.336
C8 -0.670 -5.173 -0.109  -0.071
C9 -0.142 -5.848 -1.193  -0.038
C10 0.973 -5.341 -1.835  -0.054
C11 1.530 -4.160 -1.389  -0.113
C12 1.003 -3.444 -0.303  -0.264
Si1 2.003 -1.874 0.106  0.921
C13 2.355 -1.465 1.928  -0.315
C14 2.159 -2.466 2.878  -0.149
C15 2.282 -2.195 4.228  -0.056
C16 2.614 -0.919 4.649  -0.042
C17 2.930 0.052 3.712  -0.100
C18 2.824 -0.211 2.352  -0.394
P2 3.532 0.802 0.997  1.080
C19 5.280 0.097 1.237  -0.519
C20 6.153 0.447 0.037  -0.112
C21 5.976 0.446 2.549  -0.093
C22 3.732 2.550 1.682  -0.523
C23 2.464 3.044 2.372  -0.132
C24 4.061 3.438 0.481  -0.119
C25 3.407 -1.792 -1.178  -0.330
C26 4.546 -2.500 -0.785  -0.122
C27 5.595 -2.723 -1.655  -0.049
C28 5.509 -2.259 -2.956  -0.036
C29 4.372 -1.590 -3.373  -0.093
C30 3.321 -1.329 -2.498  -0.370
P3 1.781 -0.505 -3.094  1.067
C31 2.405 1.153 -3.760  -0.528
C32 3.658 1.212 -4.628  -0.099
C33 2.590 2.122 -2.593  -0.169
C34 1.532 -1.390 -4.753  -0.521
C35 1.622 -2.912 -4.694  -0.094
C36 0.183 -0.958 -5.320  -0.102
H1 -3.597 -0.857 1.070  0.031
H2 -3.699 -2.280 2.108  0.083
H3 -3.370 -2.445 0.373  0.063
H4 -1.201 -1.262 0.646  0.003
H5 -1.845 -1.244 3.631  0.083
H6 -1.970 0.165 2.568  0.009
H7 -0.393 -0.588 2.866  0.060
H8 -2.397 -3.725 3.472  0.097
H9 -3.078 -6.010 1.732  0.077
H10 -3.275 -4.469 0.890  0.051
H11 -4.111 -4.776 2.402  0.085
H12 -0.808 -6.217 2.717  0.073
H13 -1.998 -6.094 4.006  0.084
H14 -0.512 -5.145 4.088  0.065
H15 -1.520 -5.602 0.386  0.077
H16 -0.591 -6.773 -1.521  0.122
H17 1.417 -5.867 -2.666  0.120
H18 2.415 -3.801 -1.888  0.088
H19 1.922 -3.468 2.558  0.077
H20 2.111 -2.980 4.948  0.115
H21 2.687 -0.698 5.705  0.117
H22 3.280 1.009 4.063  0.097
H23 5.104 -0.986 1.232  0.081
H24 6.399 1.505 0.033  0.069
H25 5.646 0.196 -0.893  0.055
H26 7.083 -0.116 0.082  0.088
H27 6.333 1.473 2.554  0.077
H28 6.843 -0.199 2.674  0.090
H29 5.324 0.286 3.406  0.058
H30 4.567 2.586 2.385  0.097
H31 1.581 2.623 1.884  0.033
H32 2.420 4.129 2.318  0.079
H33 2.444 2.766 3.422  0.055
H34 3.175 3.581 -0.135  0.064
H35 4.829 2.988 -0.144  0.055
H36 4.427 4.411 0.807  0.089
H37 4.587 -2.939 0.200  0.111
H38 6.460 -3.283 -1.333  0.120
H39 6.303 -2.453 -3.658  0.119
H40 4.292 -1.298 -4.407  0.098
H41 1.551 1.485 -4.368  0.091
H42 3.614 0.551 -5.490  0.068
H43 4.545 0.988 -4.040  0.077
H44 3.751 2.228 -5.007  0.090
H45 3.479 1.852 -2.025  0.057
H46 1.734 2.124 -1.914  -0.035
H47 2.721 3.138 -2.966  0.089
H48 2.318 -1.038 -5.432  0.091
H49 0.850 -3.344 -4.063  0.051
H50 2.596 -3.234 -4.336  0.065
H51 1.485 -3.308 -5.699  0.093
H52 -0.631 -1.317 -4.694  0.059
H53 0.052 -1.365 -6.320  0.090
H54 0.114 0.127 -5.391  0.065
C37 -6.142 -0.191 -0.538  -0.200
Si2 -5.627 -1.320 -1.983  0.582
C38 -6.426 -3.025 -1.675  -0.170
C39 -6.120 -0.532 -3.645  -0.162
C40 -3.746 -1.658 -2.087  -0.258
C41 -3.351 -2.883 -2.598  -0.067
C42 -2.008 -3.208 -2.757  -0.041
C43 -1.082 -2.266 -2.379  -0.207
N1 -1.412 -1.083 -1.877  -0.088
C44 -2.711 -0.774 -1.726  -0.769
S1 -2.976 0.764 -0.999  0.583
H55 -7.221 -0.071 -0.541  0.030
H56 -5.696 0.794 -0.613  -0.024
H57 -5.862 -0.614 0.422  0.014
H58 -7.442 -2.910 -1.312  0.031
H59 -5.880 -3.602 -0.933  0.025
H60 -6.482 -3.616 -2.584  0.028
H61 -7.199 -0.481 -3.736  0.029
H62 -5.745 -1.099 -4.492  0.029
H63 -5.733 0.480 -3.728  0.026
H64 -4.102 -3.607 -2.862  0.101
H65 -1.700 -4.162 -3.150  0.107
H66 -0.018 -2.437 -2.445  0.045
C45 -2.885 3.668 4.827  -0.107
N2 -3.477 3.910 3.435  -0.067
C46 -2.956 5.261 2.953  -0.105
N3 -1.546 5.293 2.993  -0.141
C47 -1.033 5.033 4.325  -0.144
N4 -1.475 3.731 4.800  -0.153
C48 -0.856 2.627 4.095  -0.296
P4 -1.241 2.610 2.253  1.032
C49 -3.106 2.823 2.501  -0.252
C50 -0.934 4.440 1.998  -0.305
H67 -3.218 2.687 5.175  0.150
H68 -3.270 4.450 5.490  0.151
H69 -4.497 3.957 3.510  0.190
H70 -3.379 6.023 3.616  0.153
H71 -3.313 5.419 1.930  0.134
H72 -1.387 5.803 5.017  0.145
H73 0.056 5.059 4.296  0.141
H74 -1.185 1.686 4.547  0.095
H75 0.226 2.688 4.230  0.082
H76 -3.536 1.888 2.872  0.102
H77 -3.537 3.016 1.515  0.095
H78 -1.301 4.721 1.010  0.054
H79 0.141 4.616 2.013  0.082
N5 -0.801 2.728 -2.509  0.042
C51 -1.208 3.952 -1.937  -0.320
C52 -2.537 4.132 -1.562  -0.061
C53 -2.931 5.307 -0.947  -0.104
C54 -2.012 6.319 -0.709  -0.114
C55 -0.693 6.150 -1.101  -0.083
C56 -0.286 4.971 -1.701  -0.028
H80 -0.103 2.852 -3.233  0.087
H81 -1.599 2.216 -2.873  0.061
H82 -3.258 3.354 -1.760  0.064
H83 -3.973 5.441 -0.689  0.109
H84 -2.323 7.235 -0.230  0.110
H85 0.018 6.949 -0.955  0.114
H86 0.743 4.848 -2.002  0.108

Its calculated total energy is -135346.19241 eV. As for the LUMO energy: -6.333 eV. Its largest force on an atom is 0.026 hartree/bohr. Its HOMO energy is -0.424 Ha. Its charge is +2. For the gap between HOMO and LUMO, the calculation gives 0.1915 Ha.



> Number 2 is which compound?

C56H86N5P4SSi2Tl



> Look up the gap between HOMO and LUMO of the second one.

0.1915 Ha



> Look up the largest force on an atom of the second one.

0.026 hartree/bohr